No. 1
Entry from OMol25: C9H16 in the gas phase (ωB97M-V/def2-TZVPD).

Element x y z (Å)
C -0.346 -1.076 -0.535
C -0.998 0.919 0.493
C -1.511 1.759 -0.722
C 1.607 1.607 0.031
C 0.913 -0.979 0.243
C 2.240 -1.072 -0.504
C 0.644 0.518 0.711
C -1.779 -1.690 -0.126
C -1.402 -0.515 0.619
H 2.711 1.405 0.355
H -0.833 -0.898 1.607
H 0.956 0.607 1.832
H 2.328 -2.081 -1.198
H 1.525 1.672 -1.063
H 1.288 2.555 0.471
H -1.231 1.368 -1.687
H -0.374 -0.421 -1.468
H -1.934 -2.730 0.356
H 3.038 -1.200 0.288
H -1.203 1.371 1.404
H 1.150 -1.528 1.131
H 2.488 0.059 -1.111
H -2.421 -1.585 -0.960
H -2.600 1.779 -0.448
H -1.098 2.808 -0.770

SMILES string: C[C@H]1[C@@H](C)[C@H]2C[C@@H]2[C@H]1C
HOMO-LUMO gap (eV): 8.68
HOMO (eV): -7.6434
Energy (Ha): -352.301695
2S+1: 1



No. 2
Entry from OMol25: a molecular structure, C9H16AlBr3F7N2OP (ωB97M-V/def2-TZVPD).

Element x y z (Å)
Br -1.563 2.699 -2.332
Br -4.167 0.533 -0.708
Br -1.345 -2.998 -1.671
P -1.906 2.057 -0.208
Al 4.401 1.322 0.483
F 0.892 -2.430 3.262
F 2.504 -0.985 2.821
F 4.869 0.318 1.755
F -0.079 0.220 4.562
F 4.832 2.917 0.804
F 5.088 0.799 -0.965
F 2.682 1.257 0.343
O -0.926 3.085 0.578
N 1.445 -1.484 -1.789
N -1.272 0.315 -0.068
C -2.390 -1.357 -1.835
C -1.079 -0.033 1.396
C 0.036 0.237 -0.823
C 0.398 -0.102 3.333
C 0.920 -0.978 -0.526
C 0.013 0.725 2.160
C -2.449 -0.550 -0.549
C -2.205 -0.678 -3.175
C 1.245 -1.159 3.157
H 0.606 1.109 -0.507
H -1.179 -0.470 -3.445
H -0.045 0.320 -1.895
H 1.647 -2.467 -1.748
H -2.029 0.165 1.887
H -0.323 1.676 2.551
H -2.564 -1.383 -3.916
H -2.856 0.178 -3.270
H -3.384 -1.772 -1.893
H -1.509 3.770 0.923
H 0.396 -1.783 -0.022
H 0.947 0.922 1.627
H -0.909 -1.097 1.476
H 1.748 -0.710 0.103
H -2.728 -1.236 0.230
H 2.240 -0.952 -2.105

HOMO-LUMO gap (eV): 7.28
HOMO (eV): -8.7691
Energy (Ha): -9542.310632
2S+1: 1



No. 3
Entry from OMol25: 2 unconnected molecules or ions with the total composition C9H16BO6 (ωB97M-V/def2-TZVPD).

Element x y z (Å)
O -1.404 2.181 -1.940
O 2.584 -1.099 -0.288
O -1.673 -2.782 2.072
O -0.752 0.683 2.534
O 0.866 -0.689 3.366
O -1.812 -2.459 -0.156
C 1.066 0.405 1.175
C 3.644 -0.161 1.848
C 0.476 0.055 2.499
C -2.399 -0.624 1.363
C -1.331 0.496 1.228
C -1.605 1.712 -3.186
C -0.349 1.033 -3.787
C -1.916 -2.027 1.148
C -0.177 0.247 0.252
B 2.427 -0.323 0.853
H 4.538 0.130 1.310
H 0.481 1.742 -3.839
H -0.539 0.658 -4.808
H 3.425 0.549 2.632
H 3.810 -1.134 2.304
H -0.201 -0.679 -0.294
H -2.424 0.945 -3.288
H -1.883 1.351 0.860
H -0.099 1.047 -0.472
H -1.907 2.486 -3.947
H 1.301 1.465 1.093
H -3.231 -0.382 0.713
H -0.894 -2.427 -0.428
H -0.041 0.182 -3.172
H 2.777 -2.000 -0.026
H -2.757 -0.582 2.380

HOMO-LUMO gap (eV): 5.36
HOMO (eV): -2.8781
Energy (Ha): -828.874022
Net charge: -1
2S+1: 1



No. 4
Entry from OMol25: a molecular structure, C9H16BiN6S (ωB97M-V/def2-TZVPD).

Element x y z (Å)
Bi -12.118 4.530 -8.879
S -12.956 5.437 -11.103
N -13.865 3.145 -9.341
N -6.197 6.914 -8.543
N -9.189 6.116 -8.150
N -12.774 2.414 -6.782
N -14.746 4.215 -12.595
N -14.477 3.155 -10.635
C -12.722 0.727 -5.052
C -7.143 7.111 -7.356
C -8.168 6.032 -7.148
C -13.854 0.128 -5.578
C -12.188 1.902 -5.684
C -14.334 2.217 -8.614
C -13.881 1.794 -7.246
C -14.155 4.174 -11.404
C -14.448 0.683 -6.723
H -13.760 6.578 -15.006
H -5.557 6.142 -8.374
H -8.704 6.222 -9.007
H -7.676 8.075 -7.390
H -15.419 0.073 -7.312
H -15.381 3.452 -12.838
H -12.191 0.255 -4.167
H -14.508 5.064 -13.214
H -5.748 7.744 -8.852
H -15.167 1.585 -8.964
H -14.205 -0.828 -5.117
H -9.783 6.962 -8.049
H -6.513 7.074 -6.485
H -8.558 6.185 -6.151
H -11.325 2.370 -5.211
H -7.652 5.038 -7.207

HOMO-LUMO gap (spin up / spin down) (eV): 5.14 / 4.11
HOMO (spin up / spin down) (eV): -17.6636 / -17.5763
Energy (Ha): -1292.601029
Net charge: +3
2S+1: 1



No. 5
Entry from OMol25: a molecular structure, C9H16Cl2N2O2PRe (ωB97M-V/def2-TZVPD).

Element x y z (Å)
Re 0.903 -1.079 -1.576
Cl 2.813 -0.313 -0.306
Cl 2.791 -1.273 -3.027
P 0.405 1.083 -1.900
O -1.762 -1.319 -2.815
O -1.706 -0.973 0.190
N 0.669 -0.010 1.319
N 1.516 -0.635 2.197
C 1.400 1.487 2.841
C 1.629 2.424 -1.659
C 0.636 1.284 1.665
C -1.085 1.977 -1.354
C -0.712 -1.883 -2.535
C -0.399 -3.248 -3.100
C -0.656 -0.979 -0.343
C 0.203 1.086 -3.706
C 1.958 0.239 3.149
H -0.646 0.440 -3.962
H 2.648 2.031 -1.676
H -1.945 1.306 -1.282
H 2.596 -0.085 3.958
H 1.127 0.701 -4.154
H -0.937 2.467 -0.386
H 1.497 3.143 -2.476
H -1.423 -3.585 -3.335
H 1.487 2.424 3.350
H 0.122 2.017 1.048
H 0.017 2.126 -3.994
H 0.074 -3.999 -2.448
H 0.169 -3.089 -4.025
H 1.469 2.941 -0.706
H 1.941 -1.524 1.934
H -1.286 2.753 -2.102

HOMO-LUMO gap (spin up / spin down) (eV): 5.16 / 5.87
HOMO (spin up / spin down) (eV): -20.5589 / -20.5753
Energy (Ha): -1951.204670
Net charge: +3
Expectation value of S²: 4.199
2S+1: 4



No. 6
Entry from OMol25: a molecular structure, C9H16ClDyI2N3O2P (ωB97M-V/def2-TZVPD).

Element x y z (Å)
Dy 0.747 0.148 -0.053
I -3.542 -0.911 -2.415
I -3.417 1.710 -2.365
Cl 3.159 0.536 0.015
P 0.270 0.085 -3.128
O -6.105 0.867 0.495
O -0.202 1.292 1.524
N -0.368 0.576 3.727
N 2.621 -1.972 2.662
N 0.969 -0.523 2.133
C 1.372 1.350 -3.903
C 1.009 -1.243 4.393
C 0.004 -0.356 4.670
C 1.331 -1.406 -3.408
C -5.310 1.175 -0.242
C 0.132 0.488 2.493
C -1.478 1.512 3.983
C -0.825 -0.133 -4.585
C 1.558 -1.265 3.104
H 2.188 -1.424 -2.725
H -1.204 2.520 3.659
H -1.501 -0.983 -4.420
H 3.129 -1.606 1.854
H 1.378 -1.935 5.142
H 0.724 -2.302 -3.238
H -2.377 1.203 3.445
H 1.686 -1.400 -4.446
H 1.645 1.021 -4.915
H 2.271 1.507 -3.297
H -1.442 0.762 -4.713
H -0.205 -0.313 -5.478
H 3.163 -2.497 3.333
H -1.657 1.496 5.056
H 0.820 2.294 -3.969
H -0.542 -0.273 5.612

HOMO-LUMO gap (spin up / spin down) (eV): 4.61 / 6.86
HOMO (spin up / spin down) (eV): -14.0514 / -14.0530
Energy (Ha): -2948.807167
Net charge: +2
Expectation value of S²: 9.126
2S+1: 6



No. 7
Entry from OMol25: a molecular structure, C9H16ClGdIN2O2P (ωB97M-V/def2-TZVPD).

Element x y z (Å)
Gd 1.511 1.557 1.596
I -0.408 -1.294 2.196
Cl 2.958 1.262 -0.392
P 0.670 -2.185 -0.992
O -2.215 0.438 0.205
O -1.772 -1.587 -1.992
N -0.103 2.728 0.773
N -0.762 3.418 -0.221
C -0.375 -3.538 -0.419
C -1.877 3.997 0.269
C -0.853 2.898 1.929
C 2.161 -2.241 0.027
C -0.272 0.316 -2.250
C -1.108 0.166 0.442
C 1.390 -2.681 -2.564
C -0.682 -1.057 -1.753
C -1.960 3.673 1.622
H -1.369 -3.473 -0.882
H 2.641 -3.197 -0.276
H 2.827 -1.388 -0.182
H 2.195 -1.980 -2.809
H 0.151 -4.445 -0.730
H -2.572 4.548 -0.355
H -2.707 3.959 2.353
H 1.913 -2.282 1.101
H 1.804 -3.674 -2.375
H 0.650 -2.712 -3.370
H -0.389 3.472 -1.173
H 0.784 0.380 -2.563
H -0.578 2.423 2.880
H -0.471 -3.516 0.673
H -0.440 1.125 -1.503
H -0.924 0.531 -3.118

HOMO-LUMO gap (spin up / spin down) (eV): 7.63 / 4.42
HOMO (spin up / spin down) (eV): -15.1212 / -14.1177
Energy (Ha): -2476.809810
Net charge: +2
Expectation value of S²: 16.291
2S+1: 8



No. 8
Entry from OMol25: a molecular structure, C9H16ClKO5PS2 (ωB97M-V/def2-TZVPD).

Element x y z (Å)
K 4.949 2.392 2.849
Cl 3.245 -1.873 1.243
S -0.565 1.064 3.356
S 0.782 1.638 -2.793
P 1.296 0.954 2.203
O 1.351 -1.792 -2.170
O -2.826 0.444 0.137
O -0.466 -0.899 -1.244
O 4.546 -0.283 2.803
O -1.124 1.868 0.503
C 3.756 -0.350 1.883
C -1.878 -1.057 -1.542
C -2.406 -2.225 -0.718
C 0.300 -0.023 -3.381
C -2.554 0.274 -1.259
C 0.445 -1.021 -2.258
C -1.744 0.311 2.227
C 3.082 0.808 1.294
C -1.831 0.972 0.877
H -2.272 -3.164 -1.254
H 0.224 1.518 -1.583
H 1.967 0.791 3.431
H -2.719 0.427 2.713
H -1.911 1.085 -1.606
H -2.033 -1.285 -2.600
H -0.724 0.041 -3.748
H -3.503 0.355 -1.789
H 1.148 2.230 1.657
H 3.662 1.715 1.441
H 0.965 -0.313 -4.190
H 0.839 -0.128 1.434
H 2.890 0.669 0.230
H -1.845 -2.289 0.215
H -1.587 -0.762 2.106
H -3.458 -2.091 -0.467

HOMO-LUMO gap (eV): 8.02
HOMO (eV): -11.7784
Energy (Ha): -2926.347046
Net charge: +1
2S+1: 1



No. 9
Entry from OMol25: a gas-phase ion, C9H16F2N4 (charge +2) (ωB97M-V/def2-TZVPD).

Element x y z (Å)
F 4.847 -1.623 0.026
F 1.484 -0.225 1.031
N 2.805 -0.967 -0.702
N 2.738 1.840 -0.389
N 0.428 -0.626 -0.833
N 4.192 0.461 0.687
C -1.903 0.174 -1.311
C -0.868 -0.249 -0.306
C -3.679 -0.015 0.432
C 3.736 1.825 0.341
C -2.966 0.880 -0.559
C 1.585 -0.575 -0.219
C -2.615 -0.635 1.365
C -1.468 -1.372 0.596
C 4.066 -0.619 -0.004
H -2.428 -0.692 -1.794
H -2.336 1.760 -0.094
H 2.404 2.745 -0.699
H -4.492 0.442 1.055
H -4.270 -0.859 -0.044
H -0.669 0.587 0.261
H -0.852 -1.772 1.476
H -1.475 0.884 -2.037
H -3.174 -1.286 1.986
H 4.311 2.644 0.893
H -3.614 1.367 -1.310
H 3.026 -1.299 -1.653
H -1.793 -2.066 -0.125
H 4.834 0.303 1.507
H 0.552 -1.082 -1.744
H -2.403 0.050 2.167

SMILES string: [H]/N=C/[NH+]=C(/F)N/C(F)=[NH+]/C1CCCCC1
HOMO-LUMO gap (eV): 6.78
HOMO (eV): -16.4104
Energy (Ha): -770.577887
Net charge: +2
2S+1: 1



No. 10
Entry from OMol25: a molecular structure, C9H16KN6 (ωB97M-V/def2-TZVPD).

Element x y z (Å)
K 0.522 -0.285 0.140
N 1.067 0.034 2.792
N 0.244 0.757 4.580
N 0.033 -0.047 -2.482
N 1.375 0.354 3.994
N -0.529 -0.312 -4.601
N -0.262 0.199 2.567
C -1.314 -0.665 -5.777
C 0.733 0.230 -4.597
C 1.096 -0.949 6.970
C 1.066 0.389 -3.287
C -0.755 0.638 3.701
C -0.046 0.065 6.965
C -0.903 -0.458 -3.314
C -1.392 -0.608 6.717
C 0.214 1.204 5.977
H 1.159 -1.474 6.014
H -1.605 -1.327 7.509
H -2.212 0.115 6.700
H -2.240 -0.096 -5.803
H -1.392 -1.161 5.774
H 0.937 -1.695 7.749
H -1.785 0.882 3.904
H -0.736 -0.430 -6.666
H 2.057 -0.466 7.155
H -0.557 1.969 6.051
H -0.085 0.554 7.941
H 1.978 0.797 -2.881
H -1.543 -1.728 -5.780
H 1.263 0.449 -5.509
H -1.866 -0.859 -3.034
H 1.180 1.665 6.170

HOMO-LUMO gap (eV): 9.37
HOMO (eV): -11.8865
Energy (Ha): -1280.842674
Net charge: +1
2S+1: 1



No. 11
Entry from OMol25: 2 unconnected molecules or ions with the total composition C9H16N (ωB97M-V/def2-TZVPD).

Element x y z (Å)
N 1.804 1.792 -0.076
C 0.050 -1.626 1.279
C 0.319 3.671 -1.037
C -0.316 -2.573 0.316
C 0.739 -3.599 -0.013
C -1.560 -2.359 -0.310
C -0.692 -0.469 1.494
C 0.419 2.205 -0.488
C -1.735 -0.149 0.610
C -2.266 -1.174 -0.148
H 0.154 3.536 -2.111
H -1.951 -3.207 -0.863
H 1.218 4.247 -0.852
H 2.457 2.191 -0.731
H 0.486 -4.130 -0.931
H 0.222 1.643 -1.397
H 1.052 -1.707 1.682
H -3.251 -1.079 -0.583
H -0.342 1.925 0.225
H -2.173 0.781 0.969
H -0.620 4.164 -0.799
H -0.339 0.341 2.129
H 2.041 2.262 0.804
H 1.822 0.816 0.219
H 1.701 -3.109 -0.127
H 0.761 -4.392 0.739

HOMO-LUMO gap (eV): 8.47
HOMO (eV): -12.0931
Energy (Ha): -406.997992
Net charge: +1
2S+1: 1



No. 12
Entry from OMol25: C9H16N2 in the gas phase (ωB97M-V/def2-TZVPD).

Element x y z (Å)
N -0.964 0.361 0.465
N -0.410 1.734 -1.320
C -2.306 0.889 -0.015
C 2.601 0.682 -0.005
C 1.409 -0.617 -1.857
C -1.811 2.021 -0.966
C -0.001 0.787 -0.422
C 1.272 -0.061 -0.448
C 0.932 -1.122 0.602
C -1.116 -1.360 2.189
C -0.604 -1.044 0.794
H 3.040 1.236 -0.846
H -2.875 0.075 -0.608
H 2.562 1.470 0.723
H 0.603 -1.308 -2.041
H 1.316 -2.061 0.350
H -0.612 -2.320 2.519
H 1.424 -0.921 1.528
H 2.307 -1.117 -2.085
H -2.356 2.150 -1.875
H 1.143 0.103 -2.634
H -1.114 -1.653 0.066
H 3.385 -0.091 0.294
H -0.748 -0.660 2.899
H -2.051 2.930 -0.444
H -2.842 1.250 0.907
H -2.184 -1.352 2.228

SMILES string: C[C@@H]1CC(C)(C)C2=NCCN21
HOMO-LUMO gap (eV): 9.00
HOMO (eV): -8.0891
Energy (Ha): -462.004637
2S+1: 1



What is the 2S+1 in the second record?
1



Please write out number 10 again, unchanged.
Entry from OMol25: a molecular structure, C9H16KN6 (ωB97M-V/def2-TZVPD).

Element x y z (Å)
K 0.522 -0.285 0.140
N 1.067 0.034 2.792
N 0.244 0.757 4.580
N 0.033 -0.047 -2.482
N 1.375 0.354 3.994
N -0.529 -0.312 -4.601
N -0.262 0.199 2.567
C -1.314 -0.665 -5.777
C 0.733 0.230 -4.597
C 1.096 -0.949 6.970
C 1.066 0.389 -3.287
C -0.755 0.638 3.701
C -0.046 0.065 6.965
C -0.903 -0.458 -3.314
C -1.392 -0.608 6.717
C 0.214 1.204 5.977
H 1.159 -1.474 6.014
H -1.605 -1.327 7.509
H -2.212 0.115 6.700
H -2.240 -0.096 -5.803
H -1.392 -1.161 5.774
H 0.937 -1.695 7.749
H -1.785 0.882 3.904
H -0.736 -0.430 -6.666
H 2.057 -0.466 7.155
H -0.557 1.969 6.051
H -0.085 0.554 7.941
H 1.978 0.797 -2.881
H -1.543 -1.728 -5.780
H 1.263 0.449 -5.509
H -1.866 -0.859 -3.034
H 1.180 1.665 6.170

HOMO-LUMO gap (eV): 9.37
HOMO (eV): -11.8865
Energy (Ha): -1280.842674
Net charge: +1
2S+1: 1